No. 1
Density functional theory data (wB97M-V/def2-TZVPD) for a molecular structure, C17H16BF4N5S2Zr.

## Properties
Spin multiplicity ... 1
Calculated total energy ... -59832.418 eV
HOMO-LUMO gap ... 6.82 eV
Total charge ... +2

CARTESIAN COORDINATES (ANGSTROEM)
Zr1 0.78538 -0.43179 0.35444
S1 -0.22490 0.54562 2.36607
S2 0.25468 3.14511 3.84193
F1 1.02388 -2.22847 1.85470
F2 2.96001 -3.50324 1.35821
F3 1.58973 -2.45609 -0.27322
F4 2.80746 -1.15320 1.08212
N1 -0.57610 0.96998 -0.93676
N2 2.24521 0.05283 -1.37839
N3 1.80722 1.61441 0.70349
N4 -1.16463 -1.50565 -0.04269
N5 1.54803 2.48269 1.72500
C1 -4.33864 0.94624 -1.16094
C2 -1.98204 0.58165 -0.86811
C3 3.07092 1.11354 -1.21579
C4 -3.75322 -2.55632 -0.04232
C5 -3.55210 -1.21102 -0.41903
C6 4.10543 1.39003 -2.08738
C7 -3.00873 1.41080 -1.21676
C8 2.78251 1.95020 -0.06347
C9 -1.40197 -2.77368 0.28991
C10 -0.96551 2.24749 4.81454
C11 -4.60465 -0.33944 -0.78518
C12 3.44485 -0.52456 -3.35947
C13 -2.23023 -0.72942 -0.43489
C14 4.29540 0.55282 -3.18130
C15 0.62303 2.08133 2.53601
C16 2.43932 -0.74757 -2.43388
C17 -2.67820 -3.33788 0.28876
B1 2.20498 -2.47895 1.07970
H1 3.55474 -1.19902 -4.19643
H2 4.74827 2.24186 -1.91339
H3 -5.62118 -0.70991 -0.76184
H4 -0.56138 1.31526 5.19937
H5 -1.88482 2.08271 4.25916
H6 -0.55007 -3.36929 0.58212
H7 5.09758 0.74318 -3.88163
H8 -0.46779 1.91986 -0.58310
H9 -2.79231 -4.37510 0.56738
H10 -1.17552 2.91466 5.64942
H11 3.35137 2.85090 0.14324
H12 -4.75748 -2.96157 -0.02595
H13 1.77883 -1.59893 -2.53578
H14 -5.14164 1.61516 -1.43620
H15 -2.80497 2.42205 -1.54857
H16 -0.28075 1.00070 -1.91310

Atoms 1-3, force components in eV/Å:
0.249 0.028 -0.024
-0.005 -0.030 0.044
0.073 -0.023 -0.111

Here are the Löwdin charges for atoms 1 to 5, given in e: atom 1 (Zr): 1.6912, atom 2 (S): 0.6793, atom 3 (S): 0.9600, atom 4 (F): 0.0447, atom 5 (F): 0.3286

No. 2
Density functional theory data (wB97M-V/def2-TZVPD) for a molecular structure, C37H52AsN2O2PSSe2Si2Te2Y in a non-equilibrium geometry.

## Properties
Spin multiplicity ... 1
Calculated total energy ... -289337.094 eV
HOMO-LUMO gap ... 5.88 eV
ΔE to the lowest compared entry with this formula, charge and spin ... 49.60 kJ/mol
Total charge ... -1

CARTESIAN COORDINATES (ANGSTROEM)
Te1 2.82259 0.77017 -0.47185
Te2 2.35914 3.37817 -1.12923
Y1 -0.17993 0.43504 -0.47266
Se1 3.80343 0.92868 1.80380
Se2 0.25618 2.69912 -2.35646
As1 -1.16068 -1.28762 -2.44902
S1 1.22787 -2.24884 0.14871
P1 -2.26805 -1.36912 1.08985
Si1 -2.00620 0.03202 -4.17712
Si2 0.50262 -2.39916 -3.63943
O1 -2.20845 2.27085 0.05829
O2 -0.25131 2.93086 0.79997
N1 2.54741 -2.17616 2.45801
N2 -3.54244 4.35169 0.91042
C1 -1.91806 -2.54989 3.65293
C2 -0.36815 0.53030 2.13156
C3 -3.77559 -5.58625 -0.03808
C4 -2.98376 -3.01662 0.71748
C5 -3.01503 6.38976 -0.21520
C6 -0.10696 -2.88117 -5.35434
C7 -4.21919 -3.51911 1.15899
C8 2.54297 -3.76735 4.18588
C9 -1.77373 5.50260 -0.20664
C10 -5.35957 1.39123 1.68505
C11 -3.76404 0.62543 3.43323
C12 -2.54780 -5.09873 -0.45488
C13 -4.33044 -0.25635 -0.25181
C14 -4.13627 5.38577 0.03810
C15 3.01112 -2.61020 3.64027
C16 -1.41038 3.18613 0.62809
C17 -0.20182 -1.77156 5.12603
C18 0.12204 -0.76529 4.23691
C19 -5.41083 0.55655 -0.55667
C20 -2.08214 4.50302 0.92604
C21 -0.80582 0.82606 -5.37701
C22 -4.28282 0.56779 2.01779
C23 -1.23495 -2.67100 4.85134
C24 -0.60406 -0.57691 3.04409
C25 -1.62056 -1.51705 2.76575
C26 -3.21162 -1.00219 -5.18505
C27 -3.75690 -0.27438 1.02437
C28 -3.05007 1.40922 -3.43700
C29 -2.16412 -3.81995 -0.07895
C30 1.53661 -4.45136 3.48256
C31 -4.59317 -4.80134 0.76182
C32 1.07577 -3.98376 2.28274
C33 1.61217 -2.80522 1.71604
C34 -5.92802 1.39451 0.42040
C35 -5.15866 -2.74511 2.04960
C36 0.88733 -4.04235 -2.79261
C37 2.10028 -1.45762 -3.85419
H1 0.87854 -4.84655 -3.53483
H2 -2.44361 2.09944 -2.84474
H3 2.91903 -4.11838 5.13503
H4 -0.84332 6.03438 -0.01955
H5 -5.01697 5.82183 0.50982
H6 1.86533 -4.02253 -2.30756
H7 -3.76929 -0.36487 -5.88047
H8 0.66212 -3.49746 -5.83225
H9 -3.93191 4.36243 1.84111
H10 2.68727 -1.91446 -4.65850
H11 -4.45785 4.93310 -0.90299
H12 -5.54622 -5.19337 1.10114
H13 -5.80424 -3.43387 2.59673
H14 -3.90744 -0.89098 -1.02674
H15 -1.21254 -3.42380 -0.40880
H16 -1.89535 -5.69730 -1.07844
H17 -2.68000 -3.27805 3.39655
H18 2.69309 -1.48758 -2.93578
H19 -3.67295 -0.36326 3.88000
H20 -6.76643 2.04471 0.20190
H21 0.30067 -4.49522 1.72945
H22 -1.30861 1.06209 1.95515
H23 2.92141 -1.25699 2.11749
H24 -5.76804 2.04025 2.45291
H25 -2.96594 7.12115 0.59612
H26 -2.69913 -1.77117 -5.76375
H27 -1.47773 -3.46521 5.54617
H28 -4.62198 -2.13471 2.77456
H29 -0.40219 1.74760 -4.95542
H30 -1.02043 -3.47567 -5.27489
H31 -3.13915 2.58204 0.13309
H32 0.92934 -0.07493 4.45891
H33 -2.76848 1.07313 3.48570
H34 0.39272 1.23050 2.47070
H35 -1.65836 4.96965 -1.15436
H36 0.04485 0.18752 -5.61855
H37 -3.53113 1.98240 -4.23726
H38 0.35919 -1.86578 6.04966
H39 -5.79356 -2.07126 1.46966
H40 -5.83617 0.54200 -1.55255
H41 -1.68643 4.86457 1.87694
H42 -4.44061 1.21789 4.05092
H43 -4.09963 -6.57813 -0.32975
H44 -0.31384 -2.03113 -6.00501
H45 -3.14014 6.92900 -1.15387
H46 -1.33576 1.05844 -6.30719
H47 1.93030 -0.40702 -4.10085
H48 3.75814 -1.97468 4.09718
H49 -3.92238 -1.50419 -4.52390
H50 0.15159 -4.28009 -2.02346
H51 -3.82995 1.00540 -2.78655
H52 1.11145 -5.35564 3.90006

Atoms 1-3, force components in eV/Å:
0.675 0.175 -0.143
0.059 0.099 -0.155
-0.092 0.490 1.488

Here are the Löwdin charges for atoms 1 to 5, given in e: atom 1 (Te): 0.0882, atom 2 (Te): 0.1702, atom 3 (Y): 0.6243, atom 4 (Se): -0.2910, atom 5 (Se): -0.1900

No. 3
Density functional theory data (wB97M-V/def2-TZVPD) for 3 unconnected molecules or ions with the total composition CH3O2 in a non-equilibrium geometry.

## Properties
Spin multiplicity ... 1
Calculated total energy ... -5165.284 eV
HOMO-LUMO gap (alpha / beta) ... 8.84 / 8.55 eV
ΔE to the lowest compared entry with this formula, charge and spin ... 611.69 kJ/mol
Total charge ... +1

CARTESIAN COORDINATES (ANGSTROEM)
O1 -1.41416 1.03159 0.14705
O2 -2.76704 -0.75418 -0.01543
C1 -0.40613 0.68913 -0.09092
H1 -2.62156 -1.22552 0.73727
H2 0.70671 0.63052 -0.21949
H3 -1.87358 -0.54698 -1.39525

Atoms 1-3, force components in eV/Å:
-1.182 1.501 0.715
-0.508 3.515 -6.997
2.865 0.517 -0.019

Here are the Löwdin charges for atoms 1 to 5, given in e: atom 1 (O): 0.2920, atom 2 (O): -0.0838, atom 3 (C): 0.2591, atom 4 (H): -0.0329, atom 5 (H): 0.2215

No. 4
Density functional theory data (wB97M-V/def2-TZVPD) for a molecular structure, C46H45AsCeNP2Se4Si in a non-equilibrium geometry.

## Properties
Spin multiplicity ... 2
Calculated total energy ... -411530.229 eV
HOMO-LUMO gap (alpha / beta) ... 5.96 / 5.92 eV
ΔE to the lowest compared entry with this formula, charge and spin ... 85.19 kJ/mol

CARTESIAN COORDINATES (ANGSTROEM)
Ce1 2.27093 0.27564 -0.07134
Se1 3.27400 2.46387 1.51885
Se2 4.22905 2.06913 -0.91591
Se3 2.04433 2.50367 -1.83793
Se4 4.06502 0.23854 2.07462
As1 -0.69177 1.63906 3.38730
P1 2.16168 -0.82654 -3.06172
P2 -0.49078 -0.54533 -1.98834
Si1 1.80875 -2.76718 2.48254
N1 0.47465 -0.80885 -3.42977
C1 1.89294 -4.77831 -3.37102
C2 2.00562 0.78938 -5.39220
C3 -2.51105 -3.92415 -2.91690
C4 -4.46687 1.30934 5.31421
C5 -0.71796 3.35211 2.35827
C6 4.48338 -0.22118 -6.27573
C7 -0.06263 4.55853 6.95705
C8 -0.50920 4.06488 4.63709
C9 2.79411 -0.06401 -4.57731
C10 -1.25735 -2.16908 -1.86189
C11 1.67823 -3.42429 -3.58598
C12 3.71077 -2.94296 -2.37811
C13 -2.71392 -4.54062 -1.66929
C14 -4.09175 0.79325 -3.56059
C15 -1.82543 -2.73371 -3.02116
C16 -1.02933 5.72517 2.74844
C17 -1.76871 0.50242 -2.81565
C18 4.06388 -0.50283 -5.00645
C19 -0.72377 4.44370 3.24208
C20 -1.47486 -2.73602 -0.60596
C21 -2.31699 -3.85365 -0.51851
C22 -2.34833 2.35131 -4.22426
C23 3.73637 0.62923 -7.08579
C24 -3.07478 1.16435 5.02527
C25 -3.15244 0.14518 -2.73208
C26 1.87771 -1.99696 0.78993
C27 0.39024 -3.93938 2.51113
C28 2.58938 -2.53927 -3.07093
C29 -5.35979 1.88008 4.42407
C30 -1.40653 1.62962 -3.52546
C31 -4.94870 2.14947 3.11990
C32 -1.29707 4.77913 0.51238
C33 1.54998 -1.53921 3.80522
C34 -2.66591 1.53858 3.75023
C35 0.16998 2.21633 6.12794
C36 0.29010 3.22555 7.11534
C37 -0.14663 2.74742 4.87425
C38 3.92129 -4.28375 -2.19323
C39 -3.60761 1.94151 2.78399
C40 -3.66390 1.90132 -4.32439
C41 2.91678 -5.22645 -2.57613
C42 2.50935 1.09884 -6.65398
C43 -0.43931 4.99705 5.68091
C44 -0.94752 3.50176 0.98139
C45 -1.26756 5.88565 1.40059
C46 3.47390 -3.61082 2.90755
H1 -1.68666 4.90735 -0.50363
H2 -5.56731 2.57667 2.31904
H3 -2.74525 -4.09777 0.42932
H4 -0.40739 2.01935 -3.44872
H5 -2.89320 -4.29589 -3.87566
H6 0.62406 2.88276 8.09460
H7 -1.18900 6.56209 3.47313
H8 0.71561 -4.81689 3.05789
H9 4.68343 -1.12659 -4.35814
H10 -1.33238 6.88201 0.96755
H11 -1.01381 -2.26365 0.26024
H12 0.76567 -3.00338 -4.12067
H13 3.44448 -3.91316 3.93576
H14 1.05573 -0.60547 3.48190
H15 -5.12115 0.42693 -3.52327
H16 -3.55283 -0.57723 -2.02990
H17 -0.48183 -3.50833 3.05379
H18 0.01111 -4.20755 1.51090
H19 1.04625 -2.41666 0.20518
H20 -0.81095 6.02866 5.51093
H21 0.63381 1.20736 6.27436
H22 -4.43194 2.43079 -4.88111
H23 1.88210 1.68876 -7.28990
H24 3.45072 -4.50677 2.21389
H25 -2.37424 0.65904 5.72321
H26 -4.81337 1.09412 6.34467
H27 2.46969 -1.18949 4.30993
H28 -2.09718 3.23920 -4.78848
H29 -3.24207 2.11191 1.73875
H30 -3.30865 -5.47143 -1.60426
H31 1.28745 -5.54588 -3.88400
H32 4.47782 -2.18994 -2.03647
H33 -0.99394 2.62512 0.36669
H34 4.85289 -4.51356 -1.71755
H35 4.35744 -2.98132 2.72910
H36 4.03959 0.79613 -8.12662
H37 -6.33707 2.10680 4.75286
H38 0.84112 -1.91578 4.50764
H39 2.82112 -2.33688 0.28583
H40 0.25973 -0.30478 -4.27570
H41 -0.30391 5.13594 7.81388
H42 5.38837 -0.69321 -6.64943
H43 -1.66907 -2.24187 -4.01682
H44 2.89909 -6.29567 -2.31739
H45 0.96200 1.10164 -5.19589

Atoms 1-3, force components in eV/Å:
-2.010 -1.766 0.357
1.693 -1.227 -0.954
-1.014 1.715 0.471

Here are the Löwdin charges for atoms 1 to 5, given in e: atom 1 (Ce): -0.6423, atom 2 (Se): 0.2282, atom 3 (Se): 0.2164, atom 4 (Se): 0.0872, atom 5 (Se): 0.1999